Formula: C31H58N2O7
Source: the Open Molecules 2025 dataset
Level of theory: ωB97M-V with the def2-TZVPD basis set

Geometry as ORCA input:
```
! RIJCOSX wB97M-V def2-TZVPD def2/J DEFGRID3
* xyz 0 3
C 0.8421 2.0667 0.4872
C 0.7665 3.3062 -0.0109
C 0.2327 4.3993 0.8357
O 0.4757 4.5201 2.0288
O -0.5040 5.3291 0.1759
C -1.4964 4.8962 -0.7633
C -2.8316 5.4834 -0.3806
C -3.9047 4.9965 -1.3352
C -5.3402 5.4305 -1.0293
C -5.8066 5.5171 0.4144
C -6.3828 4.2247 1.0191
C -5.7698 3.9516 2.3482
O -6.2261 4.3943 3.3922
O -4.5902 3.2687 2.3383
C -4.6791 1.9032 1.9344
C -3.5854 1.5723 0.9600
O -3.9390 0.5042 0.1203
C -4.7370 0.8697 -0.9852
H 1.0347 1.2146 -0.1357
H 0.7007 1.8886 1.5357
H 1.0906 3.5107 -1.0137
H -1.5673 3.8215 -0.8059
H -1.2182 5.2638 -1.7409
H -3.0561 5.1649 0.6275
H -2.7525 6.5606 -0.3874
H -3.6731 5.4122 -2.3073
H -3.8094 3.9234 -1.4488
H -5.5234 6.3741 -1.5166
H -5.9945 4.7225 -1.5219
H -5.0575 5.9330 1.0700
H -6.6223 6.2213 0.4242
H -6.3114 3.3911 0.3360
H -7.4288 4.3779 1.2166
H -4.5347 1.3236 2.8326
H -5.6473 1.6618 1.5194
H -3.3438 2.4651 0.3954
H -2.7001 1.2613 1.4899
H -5.4257 0.0661 -1.1892
H -4.1188 1.0334 -1.8573
H -5.3042 1.7704 -0.7888
C 2.5961 -2.7105 3.1418
C 3.5152 -1.7874 2.3245
C 4.9843 -2.1575 2.5312
C 5.5543 -1.7003 3.8724
C 5.3119 -0.2055 4.0752
C 3.8407 0.1801 3.9481
N 3.2758 -0.3486 2.6650
O 3.5669 0.4153 1.6729
C 3.0630 -0.3351 5.1734
C 3.6898 1.6938 3.9478
C 3.1538 -2.0140 0.8664
H 2.6701 -2.5817 4.2163
H 1.5546 -2.5494 2.8620
H 2.8456 -3.7502 2.9298
H 5.5752 -1.7018 1.7311
H 5.0899 -3.2377 2.4196
H 5.1194 -2.2812 4.6898
H 6.6262 -1.9023 3.8957
H 5.6687 0.1083 5.0578
H 5.8950 0.3518 3.3358
H 1.9881 -0.3009 4.9966
H 3.2803 0.3022 6.0288
H 3.3340 -1.3446 5.4733
H 4.2855 2.1649 3.1704
H 4.0250 2.0789 4.9095
H 2.6490 1.9859 3.8047
H 2.1389 -1.6739 0.6548
H 3.2058 -3.0808 0.6449
H 3.8322 -1.5013 0.1882
C -0.4712 -5.6553 -3.8347
C 0.4846 -4.7194 -4.5920
C 1.9342 -5.1901 -4.4516
C 2.5527 -4.8889 -3.0863
C 2.4002 -3.4066 -2.7469
C 0.9580 -2.9251 -2.8119
N 0.3454 -3.3056 -4.1229
O 0.6769 -2.4756 -5.0480
C 0.1651 -3.4924 -1.6190
C 0.9124 -1.4135 -2.6698
C 0.0735 -4.7985 -6.0533
H -0.3679 -5.6265 -2.7551
H -1.5060 -5.4092 -4.0733
H -0.2896 -6.6850 -4.1425
H 2.5369 -4.7008 -5.2223
H 1.9734 -6.2606 -4.6590
H 2.0950 -5.5151 -2.3156
H 3.6112 -5.1536 -3.1006
H 2.7917 -3.2051 -1.7488
H 3.0095 -2.8241 -3.4450
H -0.9076 -3.3727 -1.7706
H 0.4369 -2.9464 -0.7168
H 0.3731 -4.5396 -1.4115
H 1.5310 -0.9151 -3.4131
H 1.2881 -1.1448 -1.6829
H -0.1042 -1.0415 -2.7592
H -0.9256 -4.3901 -6.2030
H 0.0650 -5.8466 -6.3524
H 0.7612 -4.2646 -6.7036
*
```

Summary:
HOMO-LUMO gap (spin up / spin down), eV: 8.8 / 9.7
LUMO energy (spin up / spin down), eV: 0.49 / 0.27

And the Löwdin charges, in e, turn out to be: 0.071 -0.074 -0.478 0.107 0.001 -0.190 -0.176 -0.194 -0.186 -0.164 -0.089 -0.470 0.128 -0.005 -0.142 -0.194 -0.165 -0.091 0.053 0.069 0.111 0.110 0.130 0.109 0.129 0.112 0.092 0.106 0.106 0.111 0.111 0.095 0.121 0.133 0.127 0.108 0.128 0.089 0.089 0.064 -0.022 -0.490 -0.133 -0.169 -0.133 -0.493 -0.086 -0.030 -0.034 -0.038 -0.060 0.053 0.091 0.089 0.125 0.122 0.105 0.113 0.126 0.127 0.095 0.086 0.058 0.082 0.088 0.092 0.076 0.087 0.085 -0.027 -0.496 -0.133 -0.166 -0.129 -0.490 -0.090 -0.021 -0.027 -0.039 -0.048 0.052 0.091 0.089 0.124 0.121 0.105 0.113 0.103 0.130 0.096 0.072 0.060 0.084 0.068 0.093 0.091 0.090 0.080